No. 1
102
Properties=species:S:1:pos:R:3:mulliken_charge:R:1 method="wB97M-V/def2-TZVPD" gap_ha="0.171 / 0.199" multiplicity=2 total_charge=+3 e_above_lowest_kcal_mol=16.0 s_squared=0.821 homo_energy_ev="-15.024 / -15.026"
Ru -0.350 0.632 0.637 0.68
C 2.739 -5.026 -2.242 -1.56
C 1.887 -4.863 -0.962 1.36
C 1.727 -6.224 -0.274 -1.85
C 0.533 -4.303 -1.388 0.61
C -0.399 -5.056 -2.095 -0.12
C -1.578 -4.501 -2.578 -1.62
C -1.854 -3.164 -2.368 -0.36
C -0.945 -2.395 -1.646 0.60
P -1.295 -0.625 -1.364 1.49
C -1.336 0.027 -3.035 0.67
C -0.280 -0.372 -3.866 -0.99
C -0.209 0.094 -5.167 -0.72
C -1.182 0.961 -5.649 -0.82
C -2.228 1.367 -4.826 -0.98
C -2.295 0.925 -3.516 -0.33
C -2.919 -0.817 -0.605 1.10
C -4.157 -0.660 -1.217 -0.61
C -5.315 -0.864 -0.475 -0.93
C -5.238 -1.229 0.864 -0.74
C -4.001 -1.429 1.466 -0.95
C -2.845 -1.225 0.730 -1.10
C 0.210 -2.975 -1.169 -0.72
O 0.989 -2.123 -0.458 0.60
C 2.132 -2.587 0.124 -0.33
C 2.768 -1.645 0.902 0.34
C 3.961 -1.976 1.534 0.08
C 4.476 -3.250 1.370 -1.63
C 3.801 -4.182 0.592 -0.44
C 2.605 -3.874 -0.050 0.44
P 2.042 0.014 1.040 1.22
C 2.059 0.312 2.825 0.26
C 1.701 -0.743 3.670 -0.51
C 1.608 -0.532 5.036 -0.80
C 1.862 0.730 5.563 -0.72
C 2.206 1.782 4.725 -1.00
C 2.291 1.582 3.355 -0.40
C 3.282 1.055 0.245 0.94
C 3.090 1.423 -1.088 -0.42
C 4.063 2.152 -1.754 -0.76
C 5.235 2.498 -1.096 -0.74
C 5.431 2.129 0.229 -0.86
C 4.454 1.415 0.908 -0.69
H 2.251 -5.708 -2.940 0.43
H 3.721 -5.435 -1.995 0.44
H 2.880 -4.063 -2.736 0.35
H 1.272 -6.949 -0.948 0.44
H 1.106 -6.139 0.619 0.40
H 2.696 -6.630 0.015 0.42
H -0.199 -6.103 -2.286 0.49
H -2.281 -5.114 -3.126 0.48
H -2.758 -2.720 -2.769 0.52
H 0.471 -1.060 -3.496 0.46
H 0.608 -0.216 -5.806 0.50
H -1.123 1.331 -6.664 0.45
H -2.991 2.032 -5.209 0.55
H -3.101 1.265 -2.883 0.31
H -4.229 -0.418 -2.268 0.47
H -6.282 -0.751 -0.948 0.54
H -6.144 -1.398 1.433 0.48
H -3.949 -1.773 2.491 0.60
H -1.873 -1.470 1.166 0.67
H 4.481 -1.261 2.160 0.45
H 5.406 -3.519 1.852 0.47
H 4.227 -5.171 0.476 0.47
H 1.538 -1.733 3.260 0.43
H 1.348 -1.353 5.692 0.51
H 1.802 0.889 6.633 0.47
H 2.413 2.760 5.141 0.51
H 2.559 2.402 2.701 0.55
H 2.181 1.127 -1.603 0.41
H 3.910 2.448 -2.784 0.50
H 6.002 3.057 -1.617 0.43
H 6.349 2.394 0.737 0.48
H 4.607 1.150 1.947 0.41
S 0.795 2.880 0.341 -0.29
C -0.264 4.075 0.992 -0.03
N -0.018 5.363 0.632 0.16
C -0.723 6.401 1.127 -0.22
C -1.733 6.156 2.006 -0.93
C -1.957 4.818 2.338 0.03
N -1.245 3.810 1.845 0.18
H 0.742 5.536 -0.018 0.27
H -0.440 7.393 0.801 0.49
H -2.321 6.960 2.426 0.47
H -2.739 4.546 3.040 0.48
Br -1.996 4.941 -3.100 -0.05
C -2.572 3.774 -1.747 -0.23
C -3.815 3.913 -1.150 -0.48
C -4.167 3.024 -0.144 -1.24
C -3.261 2.059 0.250 -0.74
N -2.064 1.927 -0.341 3.62
C -1.735 2.753 -1.339 -2.02
H -4.494 4.695 -1.469 0.60
H -5.137 3.083 0.333 0.60
H -3.488 1.370 1.052 -0.14
H -0.778 2.602 -1.816 0.72
Cl -1.137 0.877 3.071 -0.08
C -2.449 0.631 4.284 -0.66
Cl -3.914 1.492 3.851 -0.09
H -2.063 1.017 5.218 0.45
H -2.649 -0.431 4.346 0.37

No. 2
55
Properties=species:S:1:pos:R:3:mulliken_charge:R:1 method="wB97M-V/def2-TZVPD" gap_ha=0.349 multiplicity=1 smiles="Cc1ccccc1CCNC(=O)[C@H]1CCC(=O)N(CCc2cccc(F)c2)C1" total_charge=0 e_above_lowest_kcal_mol=2.9 homo_energy_ev=-8.890
C 5.581 -3.603 -1.641 -1.48
C 4.281 -3.914 -0.960 1.13
C 3.626 -5.104 -1.256 -0.74
C 2.432 -5.443 -0.645 -0.68
C 1.880 -4.593 0.296 -0.49
C 2.524 -3.408 0.602 -0.54
C 3.713 -3.046 -0.023 0.54
C 4.322 -1.714 0.315 -1.15
C 3.996 -0.648 -0.746 -0.95
N 2.581 -0.567 -1.037 -0.13
C 1.744 0.214 -0.324 0.14
O 2.126 0.963 0.550 -0.68
C 0.275 0.084 -0.750 0.57
C -0.299 -1.252 -0.255 -0.46
C -0.865 -1.072 1.150 -0.82
C -2.075 -0.165 1.050 0.64
O -3.149 -0.409 1.562 -0.70
N -1.858 0.911 0.255 0.30
C -2.917 1.873 0.063 -1.02
C -2.821 3.051 1.048 -0.53
C -3.992 3.969 0.864 0.30
C -5.205 3.693 1.485 -0.59
C -6.303 4.512 1.291 -0.49
C -6.214 5.622 0.468 -0.55
C -5.005 5.882 -0.148 0.25
F -4.899 6.961 -0.957 -0.32
C -3.897 5.077 0.033 -0.44
C -0.521 1.265 -0.163 -1.27
H 5.469 -2.783 -2.349 0.26
H 6.341 -3.316 -0.916 0.31
H 5.938 -4.473 -2.187 0.43
H 4.063 -5.778 -1.979 0.36
H 1.942 -6.372 -0.896 0.39
H 0.957 -4.852 0.793 0.42
H 2.106 -2.749 1.350 0.45
H 5.406 -1.787 0.404 0.43
H 3.923 -1.369 1.270 0.46
H 4.302 0.332 -0.372 0.35
H 4.521 -0.855 -1.680 0.47
H 2.200 -1.258 -1.664 0.38
H 0.243 0.108 -1.843 0.44
H 0.469 -2.028 -0.264 -0.06
H -1.105 -1.574 -0.919 0.55
H -0.116 -0.618 1.802 0.38
H -1.178 -2.022 1.583 0.38
H -3.860 1.346 0.226 0.49
H -2.886 2.241 -0.967 0.21
H -1.886 3.590 0.883 0.42
H -2.818 2.645 2.061 0.38
H -5.284 2.829 2.127 0.44
H -7.236 4.288 1.785 0.38
H -7.055 6.276 0.304 0.43
H -2.972 5.324 -0.467 0.43
H -0.599 2.064 -0.902 0.28
H 0.055 1.652 0.690 0.32

No. 3
16
Properties=species:S:1:pos:R:3:mulliken_charge:R:1 method="wB97M-V/def2-TZVPD" gap_ha=0.377 multiplicity=1 smiles=CO[C@H]1C[C@H]1C total_charge=0 e_above_lowest_kcal_mol=72.9 homo_energy_ev=-9.138
C -2.245 -0.828 0.148 -0.68
O -1.027 -0.405 0.719 -0.43
C -0.362 0.546 -0.066 0.37
C 0.573 1.612 0.331 -0.97
C 0.903 0.181 -0.670 -0.01
C 1.933 -0.677 0.042 -1.17
H -3.080 -0.355 0.677 0.23
H -2.342 -1.917 0.225 0.25
H -2.317 -0.561 -0.917 0.34
H -1.003 1.006 -0.833 0.33
H 1.285 1.534 1.148 0.24
H 0.199 2.655 0.271 0.28
H 0.829 -0.104 -1.734 0.30
H 1.720 -1.756 0.022 0.29
H 2.031 -0.393 1.092 0.31
H 2.901 -0.537 -0.453 0.32

No. 4
66
Properties=species:S:1:pos:R:3:mulliken_charge:R:1 method="wB97M-V/def2-TZVPD" gap_ha="0.262 / 0.226" multiplicity=2 total_charge=0 e_above_lowest_kcal_mol=31.8 s_squared=0.794 homo_energy_ev="-7.861 / -7.842"
Mg 0.824 -0.584 -0.230 2.46
C -2.792 -1.189 2.156 -2.04
Si -1.894 -2.423 0.855 1.65
C -3.394 -3.338 0.201 -1.45
C -1.027 -3.489 2.194 -1.48
N -1.247 -0.960 -0.070 -0.45
C -1.954 -0.031 -0.719 0.74
C -3.377 0.064 -0.680 -0.51
C -4.067 1.078 -1.296 -1.15
C -3.380 2.060 -2.009 -0.66
C -1.997 2.000 -2.113 -0.36
C -1.300 0.983 -1.499 -0.20
O 0.079 0.924 -1.619 0.53
C 0.657 1.175 -2.871 0.06
C 0.080 0.699 -4.035 0.21
C 0.728 0.931 -5.238 -0.87
C 1.937 1.614 -5.270 -0.59
C 2.509 2.058 -4.088 -0.81
C 1.867 1.841 -2.877 -0.50
H -2.744 -1.553 3.190 0.47
H -3.861 -1.183 1.918 0.44
H -2.495 -0.134 2.152 0.59
H -3.969 -3.692 1.061 0.37
H -3.095 -4.196 -0.399 0.35
H -4.062 -2.724 -0.403 0.36
H -1.386 -3.308 3.212 0.41
H 0.062 -3.472 2.161 0.33
H -1.290 -4.519 1.939 0.32
H -3.912 -0.679 -0.113 0.22
H -5.145 1.117 -1.220 0.43
H -3.918 2.866 -2.489 0.42
H -1.457 2.735 -2.696 0.53
H -0.843 0.136 -3.996 0.55
H 0.292 0.555 -6.154 0.40
H 2.441 1.779 -6.213 0.41
H 3.466 2.562 -4.100 0.45
H 2.329 2.135 -1.944 0.11
N 1.668 3.369 1.108 -0.12
C 1.391 2.937 2.518 -0.69
P 0.183 1.544 2.337 0.96
O -1.197 2.038 2.451 -0.89
O 0.738 0.890 1.090 0.23
C 0.614 0.331 3.663 -0.79
N 0.399 -1.044 3.119 0.21
H 0.904 3.925 0.727 0.40
H 1.751 2.491 0.562 -0.20
H 2.548 3.874 1.021 0.41
H 0.994 3.776 3.083 0.43
H 2.339 2.595 2.929 0.35
H -0.015 0.462 4.540 0.48
H 1.667 0.405 3.929 0.47
H 1.066 -1.258 2.360 -0.13
H -0.555 -1.173 2.744 -0.50
H 0.532 -1.766 3.827 0.53
F 3.079 -0.586 1.944 -0.53
As 4.172 0.027 0.712 2.12
F 5.408 0.174 1.889 -0.49
F 3.606 1.655 1.137 -0.54
F 5.128 0.728 -0.521 -0.50
F 2.800 -0.009 -0.458 -0.70
F 4.596 -1.557 0.277 -0.46
O -0.749 -3.438 -0.383 -0.63
S 0.726 -3.245 -0.676 1.07
O 1.263 -2.368 0.448 -1.08
O 1.399 -4.503 -0.760 -0.66
S 0.878 -2.111 -2.313 -0.49

No. 5
34
Properties=species:S:1:pos:R:3:mulliken_charge:R:1 method="wB97M-V/def2-TZVPD" gap_ha=0.228 multiplicity=1 total_charge=-1 e_above_lowest_kcal_mol=0.8 homo_energy_ev=-3.390
C 0.529 -1.142 2.264 0.97
C 1.602 -0.085 2.348 0.46
C 2.942 -0.495 2.500 -0.47
N 4.041 -0.666 2.896 -0.88
C 1.373 1.223 2.794 -0.13
N 1.219 2.332 3.155 -0.82
C -0.885 -0.549 2.335 -0.22
C -1.193 0.671 1.719 -0.18
C -2.421 1.287 1.992 -0.82
C -3.388 0.627 2.755 -0.35
C -3.139 -0.672 3.210 -0.71
C -1.900 -1.269 2.982 -0.03
H 0.660 -1.856 3.104 0.58
H -0.471 1.149 1.046 0.42
H -2.598 2.300 1.631 0.35
H -4.344 1.103 2.957 0.36
H -3.904 -1.222 3.752 0.36
H -1.690 -2.286 3.328 0.37
C 0.747 -1.915 0.989 -0.25
N 2.244 -2.300 0.869 0.91
O 3.003 -1.383 0.457 -0.54
O 2.610 -3.472 1.064 -0.64
C -0.017 -3.188 0.777 0.16
C 0.273 -4.342 1.518 -0.05
C -0.261 -5.575 1.123 -0.81
C -1.145 -5.637 0.034 -0.32
C -1.533 -4.460 -0.622 -0.70
C -0.988 -3.231 -0.226 -0.16
H 0.579 -1.224 0.142 0.36
H 0.931 -4.293 2.385 0.39
H 0.045 -6.483 1.651 0.35
H -1.538 -6.600 -0.303 0.36
H -2.250 -4.489 -1.451 0.36
H -1.276 -2.291 -0.708 0.34

No. 6
62
Properties=species:S:1:pos:R:3:mulliken_charge:R:1 method="wB97M-V/def2-TZVPD" gap_ha=0.318 multiplicity=1 smiles="O=[N+]([O-])c1ccc(O[C@H]2O[C@H](CO)[C@H](O)[C@H](O)[C@H]2O)cc1.CNC(=O)[C@@H](NC(C)=O)[C@@H](C)O" total_charge=0 homo_energy_ev=-9.362
O -0.748 -1.296 -2.203 -0.53
N 0.082 -2.066 -1.702 0.82
O 0.153 -3.270 -1.969 -0.55
C 0.993 -1.542 -0.758 0.00
C 0.645 -0.437 0.045 -0.38
C 1.557 0.099 0.960 -0.42
C 2.832 -0.451 1.096 -0.27
O 3.743 0.131 1.927 -0.28
C 3.813 -0.445 3.241 0.07
O 5.122 -0.993 3.460 -0.41
C 6.201 -0.043 3.308 0.19
C 7.537 -0.736 3.613 -0.84
O 7.903 -1.636 2.554 -0.53
C 6.019 1.197 4.220 0.12
O 6.296 0.911 5.596 -0.62
C 4.589 1.756 4.152 -0.42
O 4.386 2.725 5.194 -0.63
C 3.552 0.634 4.311 0.08
O 2.225 1.199 4.240 -0.61
C 3.192 -1.548 0.314 -0.36
C 2.282 -2.096 -0.600 -0.46
H -0.339 0.021 -0.049 0.59
H 1.292 0.968 1.554 0.53
H 3.072 -1.244 3.350 0.48
H 6.236 0.305 2.270 0.33
H 7.453 -1.279 4.560 0.34
H 8.323 0.018 3.728 0.37
H 8.699 -2.140 2.792 0.32
H 6.709 1.979 3.884 0.40
H 5.888 1.631 6.119 0.39
H 4.446 2.235 3.177 0.24
H 3.448 3.001 5.177 0.39
H 3.684 0.169 5.294 0.32
H 1.551 0.525 4.444 0.38
H 4.191 -1.962 0.416 0.53
H 2.589 -2.946 -1.204 0.41
C -3.381 0.533 -4.831 -0.86
N -3.067 0.845 -3.438 -0.04
C -3.824 0.770 -2.333 -0.07
O -3.261 0.937 -1.258 -0.71
C -5.331 0.435 -2.318 0.31
N -6.065 0.562 -3.590 -0.10
C -6.437 1.716 -4.136 0.64
C -7.182 1.633 -5.448 -1.22
O -6.193 2.803 -3.633 -0.65
C -5.497 -0.985 -1.751 -0.18
C -6.962 -1.391 -1.579 -1.37
O -4.902 -1.927 -2.616 -0.60
H -3.937 -0.403 -4.896 0.28
H -2.454 0.422 -5.396 0.38
H -3.961 1.344 -5.276 0.25
H -2.109 1.094 -3.242 0.28
H -5.781 1.126 -1.605 0.43
H -6.290 -0.295 -4.071 0.33
H -8.142 1.148 -5.284 0.34
H -6.596 1.062 -6.166 0.33
H -7.345 2.641 -5.827 0.33
H -5.011 -1.039 -0.777 0.49
H -7.479 -0.649 -0.971 0.36
H -7.007 -2.355 -1.071 0.40
H -7.457 -1.480 -2.546 0.33
H -3.953 -1.923 -2.450 0.36

No. 7
9
Properties=species:S:1:pos:R:3:mulliken_charge:R:1 method="wB97M-V/def2-TZVPD" gap_ha="0.270 / 0.335" multiplicity=3 total_charge=0 e_above_lowest_kcal_mol=89.4 s_squared=2.009 homo_energy_ev="-6.500 / -11.078"
C 0.091 -0.863 1.023 -0.23
C 0.119 0.597 -0.924 -0.88
N -0.428 0.015 0.222 0.18
O 1.521 -1.611 0.544 -0.28
F -1.540 0.694 0.781 -0.23
H -0.351 -0.997 1.995 0.43
H -0.652 1.172 -1.272 0.38
H 0.994 1.250 -0.840 0.27
H 0.248 -0.257 -1.530 0.36

No. 8
22
Properties=species:S:1:pos:R:3:mulliken_charge:R:1 method="wB97M-V/def2-TZVPD" gap_ha=0.342 multiplicity=1 smiles="C[C@H](N)CC/C=C/N" total_charge=0 e_above_lowest_kcal_mol=21.3 homo_energy_ev=-8.082
C -1.220 -1.168 -2.257 -1.50
C -0.612 0.137 -1.730 0.34
N 0.060 0.853 -2.820 -0.65
C 0.409 -0.151 -0.623 -0.78
C -0.161 -0.498 0.746 -0.70
C 0.750 -0.123 1.894 -0.53
C 0.413 0.804 2.777 -0.04
N 1.084 1.071 3.974 -0.47
H -1.911 -1.704 -1.610 0.36
H -0.426 -1.890 -2.476 0.33
H -1.702 -1.019 -3.233 0.40
H -1.429 0.751 -1.369 0.43
H -0.557 1.490 -3.310 0.24
H 0.511 0.190 -3.438 0.24
H 1.008 0.753 -0.505 0.32
H 1.131 -0.881 -0.997 0.30
H -0.390 -1.555 0.859 0.36
H -1.159 -0.062 0.898 0.39
H 1.611 -0.773 2.022 0.25
H -0.474 1.413 2.644 0.32
H 1.363 2.004 4.219 0.20
H 1.701 0.357 4.337 0.19

No. 9
14
Properties=species:S:1:pos:R:3:mulliken_charge:R:1 method="wB97M-V/def2-TZVPD" gap_ha=0.314 multiplicity=1 total_charge=0 e_above_lowest_kcal_mol=82.2 homo_energy_ev=-9.469
C 1.385 0.118 -0.004 0.37
C -1.241 0.311 -0.122 0.50
H 2.043 1.840 0.655 0.26
H 0.533 2.025 0.322 0.27
H 2.057 -1.609 0.123 0.33
H -0.817 -2.313 -0.968 0.39
H -1.831 -1.438 0.747 0.31
H -3.028 -0.019 0.763 0.29
N 1.378 1.553 0.023 -0.50
N 2.394 -0.595 0.187 -0.69
N 0.080 -0.382 -0.398 0.31
N -2.216 -0.573 0.329 -0.46
O 0.045 -1.670 -0.042 -0.75
O -1.455 1.535 -0.192 -0.63

No. 10
16
Properties=species:S:1:pos:R:3:mulliken_charge:R:1 method="wB97M-V/def2-TZVPD" gap_ha=0.348 multiplicity=1 total_charge=+1 e_above_lowest_kcal_mol=0.0 homo_energy_ev=-15.608
C 0.547 -1.166 1.027 0.55
C -0.041 1.242 -0.104 0.27
C -2.426 0.347 -0.010 0.40
C -1.347 -0.892 -1.097 0.74
C 1.537 -0.684 0.134 -0.37
C 1.378 0.842 0.104 -0.39
N -1.000 0.158 -0.140 -0.03
O 0.142 -1.525 2.029 -0.11
O -0.363 2.368 -0.022 -0.41
O -3.033 1.094 0.606 -0.30
O -0.624 -1.477 -1.790 -0.42
O -2.684 -0.786 -0.839 -0.33
H 2.596 -0.880 0.481 0.37
H 1.408 -1.249 -0.810 0.34
H 2.221 1.203 -0.599 0.36
H 1.689 1.405 1.030 0.30

No. 11
9
Properties=species:S:1:pos:R:3:mulliken_charge:R:1 method="wB97M-V/def2-TZVPD" gap_ha="0.347 / 0.231" multiplicity=3 total_charge=0 e_above_lowest_kcal_mol=104.4 s_squared=2.012 homo_energy_ev="-9.366 / -9.692"
C -1.394 0.456 -0.646 -0.31
N 1.417 -0.041 -0.763 -0.36
O -0.616 0.292 2.114 -0.47
O -0.149 -1.715 0.801 -0.57
O 0.660 0.535 0.210 -0.20
S -0.587 -0.363 0.829 1.01
H -1.904 1.214 -0.088 0.37
H 1.325 -0.991 -0.934 0.25
H 1.246 0.614 -1.522 0.27

No. 12
53
Properties=species:S:1:pos:R:3:mulliken_charge:R:1 method="wB97M-V/def2-TZVPD" gap_ha="0.323 / 0.345" multiplicity=5 total_charge=0 e_above_lowest_kcal_mol=3.8 s_squared=6.035 homo_energy_ev="-9.851 / -9.844"
Mn 0.456 -0.183 -0.301 0.71
C -2.798 1.956 1.744 -1.43
C -1.625 1.197 1.727 0.09
N -1.255 0.955 0.481 -0.25
N -2.158 1.546 -0.341 0.59
C -3.095 2.154 0.414 0.23
B -1.878 1.356 -1.866 0.53
N -1.856 -0.173 -2.141 0.69
C -2.730 -0.947 -2.797 0.08
C -2.341 -2.267 -2.659 -1.25
C -1.197 -2.218 -1.868 -0.20
N -0.912 -0.952 -1.574 -0.38
N -0.446 1.895 -2.157 0.82
C -0.058 2.967 -2.857 0.02
C 1.315 3.096 -2.746 -1.20
C 1.706 2.040 -1.928 -0.16
N 0.636 1.322 -1.595 -0.40
N -2.847 2.032 -2.817 0.41
C -3.888 2.894 -2.677 -0.12
C -4.360 3.203 -3.924 -0.77
C -3.530 2.470 -4.796 -0.46
N -2.625 1.775 -4.137 -0.98
H -3.352 2.307 2.596 0.44
H -1.040 0.808 2.547 0.33
H -3.928 2.676 -0.015 0.34
H -3.557 -0.508 -3.327 0.45
H -2.822 -3.138 -3.067 0.42
H -0.580 -3.014 -1.486 0.53
H -0.780 3.558 -3.394 0.42
H 1.941 3.849 -3.191 0.42
H 2.675 1.768 -1.547 0.49
H -4.224 3.251 -1.722 0.29
H -5.176 3.859 -4.169 0.42
H -3.555 2.425 -5.874 0.48
O 3.559 -1.466 0.948 -0.53
As 2.850 -0.151 1.850 0.59
O 3.969 0.842 2.479 -0.75
O 1.843 0.552 0.636 -0.62
C 1.643 -0.747 3.232 -0.03
C 1.773 0.022 4.383 -0.57
C 0.920 -0.183 5.463 -0.61
C -0.061 -1.155 5.397 -0.52
C -0.194 -1.937 4.256 -0.46
C 0.656 -1.740 3.179 0.29
S 0.444 -2.802 1.773 1.43
O -0.824 -3.451 1.901 -0.71
O 1.622 -3.594 1.619 -0.63
O 0.357 -1.769 0.652 -0.69
H 4.454 -1.597 1.289 0.32
H 2.548 0.777 4.419 0.55
H 1.029 0.420 6.355 0.40
H -0.726 -1.312 6.237 0.40
H -0.954 -2.703 4.186 0.52

No. 13
9
Properties=species:S:1:pos:R:3:mulliken_charge:R:1 method="wB97M-V/def2-TZVPD" gap_ha=0.410 multiplicity=1 smiles=O.O.O total_charge=0 e_above_lowest_kcal_mol=5.5 homo_energy_ev=-10.785
O 22.295 -18.660 -6.797 -0.65
H 21.500 -18.254 -6.439 0.30
H 22.807 -18.907 -6.015 0.38
O 23.262 -19.119 -4.063 -0.68
H 22.316 -19.234 -3.885 0.36
H 23.649 -18.838 -3.230 0.33
O 20.429 -19.524 -4.074 -0.67
H 19.816 -19.628 -3.341 0.29
H 20.417 -20.365 -4.544 0.34